Entry 1:
47
Properties=species:S:1:pos:R:3:forces:R:3:mulliken_charge:R:1 method="wB97M-V/def2-TZVPD" charge=0 homo_energy_ev=-8.598 smiles="O=C1CSc2ccc(C(=O)Nc3cccc(S(=O)(=O)Nc4ccc(Br)cc4)c3)cc2N1" max_force_ev_per_a=1.11 molar_mass_g_mol=518.414
O 2.45771 4.80588 4.93519 -0.1 0.2 0.1 -0.614
C 2.81795 3.74920 4.47597 0.4 0.0 0.3 0.473
C 4.01964 2.98977 4.99643 0.2 -0.3 -0.1 -0.572
S 5.05687 2.33512 3.65630 -0.1 0.2 0.0 -0.136
C 3.79472 1.50044 2.76166 0.0 0.1 0.2 0.602
C 4.11512 0.38516 1.99728 -0.1 0.2 0.1 -0.960
C 3.14839 -0.26857 1.26075 -0.2 0.0 -0.1 -0.628
C 1.82957 0.18316 1.29117 0.3 0.3 0.4 0.119
C 0.71617 -0.48428 0.56288 0.1 0.0 -0.2 0.569
O -0.42799 -0.45285 0.96523 -0.1 0.0 0.1 -0.589
N 1.10532 -1.10632 -0.59558 0.5 0.1 0.1 -0.063
C 0.29006 -1.76271 -1.51403 -0.5 -0.3 -0.2 0.216
C 0.76828 -1.97346 -2.80904 -0.1 0.0 0.1 -0.648
C -0.02262 -2.58734 -3.76137 0.0 0.0 0.1 -0.783
C -1.31524 -2.98024 -3.44680 -0.1 -0.1 -0.1 -0.583
C -1.77124 -2.78345 -2.16003 -0.4 -0.2 -0.1 0.109
S -3.46775 -3.20508 -1.74966 -0.1 0.1 0.5 1.287
O -3.51875 -4.27004 -0.79616 0.1 0.1 0.2 -0.713
O -4.20779 -3.33713 -2.96546 0.2 0.3 -0.1 -0.622
N -3.99512 -1.84061 -0.90800 0.0 -1.1 -0.1 -0.321
C -3.53511 -0.58783 -1.28988 0.1 1.0 -0.4 -0.129
C -3.18728 0.37204 -0.34143 -0.2 -0.3 -0.2 -0.387
C -2.66521 1.58606 -0.74015 0.0 0.1 -0.2 -0.471
C -2.48785 1.83738 -2.08924 0.1 0.2 0.0 0.091
Br -1.69876 3.48122 -2.63464 -0.1 -0.1 0.0 -0.201
C -2.86149 0.91013 -3.04728 0.1 0.1 0.1 -0.643
C -3.39155 -0.30022 -2.64648 -0.1 0.1 0.2 -0.102
C -0.98737 -2.20739 -1.18332 0.2 0.0 0.2 -0.141
C 1.50711 1.29157 2.06648 0.0 -0.2 -0.1 -0.816
C 2.47560 1.96982 2.79252 0.2 -0.4 -0.2 0.269
N 2.12698 3.12617 3.48224 -0.5 0.1 -0.3 -0.113
H 4.64148 3.65292 5.59477 -0.1 0.0 -0.1 0.356
H 3.68507 2.14932 5.60998 0.0 0.1 0.0 0.312
H 5.13737 0.04111 1.98996 0.1 -0.1 0.0 0.432
H 3.42238 -1.15190 0.70384 0.0 -0.1 -0.1 0.495
H 2.05193 -0.93725 -0.90656 -0.2 0.0 0.1 0.244
H 1.76445 -1.64371 -3.06794 0.1 0.1 0.0 0.388
H 0.36213 -2.74274 -4.75732 0.0 0.0 -0.1 0.399
H -1.97291 -3.42467 -4.17544 0.0 0.0 -0.2 0.524
H -4.03467 -2.00471 0.08672 0.0 -0.2 0.1 0.354
H -3.30140 0.15777 0.70967 0.0 -0.1 0.2 0.271
H -2.38215 2.32413 -0.00598 0.0 0.0 0.0 0.441
H -2.73613 1.12995 -4.09630 0.0 0.0 -0.1 0.445
H -3.69605 -1.03563 -3.37304 0.0 0.0 -0.2 0.660
H -1.36375 -2.08314 -0.18336 0.0 0.1 0.1 0.529
H 0.48141 1.62874 2.08549 -0.1 0.0 0.0 0.442
H 1.25245 3.56423 3.21996 0.2 0.0 0.1 0.213

Entry 2:
49
Properties=species:S:1:pos:R:3:forces:R:3:mulliken_charge:R:1 method="wB97M-V/def2-TZVPD" charge=+1 homo_energy_ev=-10.889 max_force_ev_per_a=0.66 molar_mass_g_mol=815.575 e_above_lowest_kj_mol=33.04
Hf -0.49470 0.31010 1.76342 0.6 -0.1 0.2 0.753
Cl 1.25464 -1.86994 1.38035 -0.1 0.1 0.0 -0.157
C 2.36277 -1.19426 2.57430 -0.1 0.0 -0.1 0.962
C 3.71391 -1.29789 2.31073 0.0 0.0 0.0 -0.815
C 4.60125 -0.74310 3.21862 0.0 0.0 0.0 -0.390
C 4.12777 -0.09314 4.34638 0.0 0.0 0.0 -0.713
C 2.76458 0.00412 4.57602 0.0 0.0 0.1 0.291
Cl 2.22361 0.83778 5.98475 0.0 0.0 0.0 -0.192
C 1.83041 -0.55354 3.69525 0.1 0.0 -0.1 -0.034
S 0.09364 -0.46630 4.02181 -0.2 0.0 -0.1 -0.333
H 4.05607 -1.79620 1.41508 0.0 0.0 0.0 0.445
H 5.66602 -0.81018 3.04446 0.0 0.0 0.0 0.404
H 4.81202 0.34921 5.05656 0.0 0.0 0.0 0.432
N -2.65330 -6.93844 1.62586 0.0 0.0 0.0 -0.455
C -2.70715 -5.59615 1.46364 0.0 0.0 0.0 1.098
C -2.03926 -4.74116 2.36238 0.0 0.0 0.0 -0.952
C -2.08688 -3.37934 2.19689 0.0 0.0 0.1 -0.386
C -2.81060 -2.84146 1.13154 0.0 0.0 0.0 0.047
C -3.48289 -3.66847 0.23208 0.0 0.0 0.0 -0.568
C -3.43147 -5.03116 0.39829 0.0 0.0 0.0 -0.794
S -2.82584 -1.14997 0.82746 0.0 -0.1 -0.1 1.733
O -3.92043 -0.75706 0.00535 0.0 0.0 0.0 -0.652
O -1.46588 -0.76629 0.22004 0.0 -0.1 0.1 -0.547
N -2.67525 -0.43269 2.25150 -0.3 -0.1 0.2 -0.585
C -3.05804 0.89371 2.31432 0.1 0.1 -0.1 0.434
S -4.59455 1.60600 2.39059 -0.1 0.0 0.0 -0.076
C -3.85361 3.16578 2.41744 0.1 0.0 0.0 -0.253
C -2.50882 3.06990 2.37384 -0.1 0.0 0.1 -0.809
N -2.06112 1.76840 2.31444 0.0 0.1 -0.2 0.228
H -2.16505 -7.34805 2.40051 0.0 0.0 0.0 0.197
H -3.15367 -7.55682 1.01460 0.0 0.0 0.0 0.196
H -1.49228 -5.16107 3.19673 0.0 0.0 0.0 0.328
H -1.58054 -2.73596 2.90638 0.0 0.0 0.0 0.444
H -4.04765 -3.24048 -0.58533 0.0 0.0 0.0 0.474
H -3.95757 -5.67779 -0.29191 0.0 0.0 0.0 0.328
H -4.44723 4.06335 2.46555 0.0 0.0 0.0 0.467
H -1.80163 3.88224 2.37520 0.0 0.0 0.0 0.578
Te 1.59715 1.89028 0.85934 0.1 0.1 0.0 0.062
C 0.02396 3.02273 -0.00564 -0.1 -0.1 0.0 -0.301
C -0.87131 2.42345 -0.89056 0.0 0.0 0.0 0.132
C -1.94793 3.14682 -1.39670 0.0 0.0 0.0 -0.649
C -2.11300 4.47772 -1.04879 0.0 0.0 0.0 -0.480
C -1.20250 5.08535 -0.19094 0.0 0.0 0.0 -0.436
C -0.14700 4.36203 0.34254 0.0 0.0 0.0 -0.751
H -0.71585 1.40222 -1.22012 0.0 0.0 0.0 0.636
H -2.63741 2.66664 -2.07891 0.0 0.0 0.0 0.451
H -2.93573 5.04961 -1.45693 0.0 0.0 0.0 0.430
H -1.31885 6.13094 0.06508 0.0 0.0 0.0 0.395
H 0.54374 4.84252 1.02420 0.0 0.0 0.0 0.382

> Which value of charge does entry 2 give?

+1